Entry 1:
76
Properties=species:S:1:pos:R:3:forces:R:3:lowdin_charge:R:1 method="wB97M-V/def2-TZVPD" smiles="CC(=O)OCCCCCCO[P@](=O)(O)OCc1ccccc1C.CCOC(C)=O.CCOC(C)=O" homo_energy_ev=-8.219 lumo_energy_ha=-0.0045 multiplicity=1 gap_ha=0.298
C 0.06383 0.78201 3.29537 -0.9144 -0.3847 -0.4981 0.00
C -1.46340 1.28602 3.75327 -0.6339 0.8055 4.8349 -0.28
O -1.66844 1.53476 5.05505 0.8228 -1.2933 -8.1199 -0.05
O -2.52075 1.38892 2.73504 2.6098 0.5963 3.0351 -0.12
C -3.69111 2.14193 3.21799 -1.6040 -0.3321 -0.3700 -0.17
C -4.82222 2.09582 2.03200 -0.6894 0.2002 0.0884 -0.18
C -4.89749 3.49801 1.18590 0.0701 -0.1810 0.4986 -0.21
C -3.40614 4.02651 0.64376 -1.1305 0.4336 -0.8153 -0.19
C -2.68712 2.94070 -0.35235 -0.3715 -0.7553 -0.4135 -0.18
C -1.08789 2.70066 -0.08209 -0.2429 1.4839 1.6568 -0.23
O -0.29763 2.35283 -1.27316 -2.4369 -3.4813 0.2066 -0.25
P -0.71701 0.79072 -1.91840 4.2463 -0.6534 -5.4991 0.79
O 0.41889 0.40105 -2.99431 -4.5269 1.5996 4.7506 -0.34
O -2.18251 1.02900 -2.89395 1.0893 -1.4544 4.5803 -0.20
O -0.87574 -0.47949 -0.73787 0.4616 2.2569 -2.1382 -0.28
C 0.11215 -1.55290 -0.92978 1.0349 -2.7265 0.2164 -0.21
C -0.33259 -2.66820 -2.08611 -1.3127 -2.6818 -3.3136 -0.06
C -1.70594 -2.49336 -2.96423 1.7470 -2.4610 -0.6085 -0.02
C -2.21839 -3.51478 -4.15350 4.0702 -0.8677 2.5674 -0.06
C -1.31380 -4.84901 -4.48153 0.6113 3.4005 3.0785 -0.08
C 0.04701 -5.08726 -3.59656 -2.1045 2.8279 0.3966 -0.04
C 0.57465 -4.03295 -2.41946 -2.8591 0.6040 -1.8681 -0.13
C 1.96850 -4.38760 -1.62055 -0.8399 -0.4956 -0.2502 -0.12
H 0.87813 1.61869 3.47783 -1.9962 -1.7002 -0.0590 0.11
H 0.11613 0.49902 2.14923 -0.3021 0.5009 2.4150 0.07
H 0.27202 -0.19272 3.94577 -0.3296 2.2958 -1.4272 0.09
H -3.40870 3.26324 3.39863 -0.4491 -2.2648 0.0304 0.14
H -4.12291 1.58621 4.15962 1.0622 1.4428 -1.7135 0.14
H -4.70322 1.19222 1.28225 0.0947 1.7220 1.7473 0.11
H -5.87981 1.93092 2.55851 2.2812 0.3986 -1.1554 0.12
H -5.39251 4.31332 1.89111 1.2083 -1.5523 -1.5084 0.12
H -5.65940 3.32748 0.30149 1.7334 0.4545 1.5765 0.12
H -3.66173 4.97690 -0.03196 0.7515 -1.9395 1.6196 0.12
H -2.71429 4.39448 1.51429 -1.3383 -0.9166 -1.5798 0.11
H -2.89630 3.30358 -1.46981 0.7967 -0.9095 2.4392 0.13
H -3.20698 1.87397 -0.23204 0.9350 2.2722 -0.2097 0.10
H -0.65406 3.74224 0.30787 -0.7322 -2.3525 -0.9639 0.15
H -0.87043 1.88309 0.74820 -0.8004 1.8104 -1.6833 0.10
H -2.94469 0.70504 -2.29660 1.3082 0.8147 -1.3964 0.08
H 0.12705 -2.17182 0.09088 -0.3027 1.5823 -2.0700 0.14
H 1.22433 -1.17124 -1.07181 -2.6027 -0.5678 -0.1180 0.14
H -2.38412 -1.56825 -2.73268 1.5035 -2.0263 -0.5671 0.06
H -3.20938 -3.27029 -4.72623 2.2003 -0.5637 1.2561 0.08
H -1.70768 -5.55288 -5.34768 1.2226 1.4601 2.1513 0.08
H 0.67507 -6.06090 -3.82280 -1.3354 2.3021 0.6273 0.09
H 1.98065 -5.56260 -1.46661 0.0742 2.4823 -0.3813 0.08
H 1.94484 -3.91315 -0.54905 0.1522 -0.7787 -2.1615 0.07
H 2.94734 -4.07146 -2.22046 -2.2928 -0.5457 1.3223 0.10
O 2.00197 -3.87200 3.74284 -0.3180 1.1906 2.0736 0.07
C 1.80166 -3.47497 4.89018 0.4740 -0.8228 -1.6748 -0.51
O 2.05779 -2.19176 5.22254 -0.1677 0.1796 -0.5546 -0.02
C 1.69446 -1.58377 6.47676 0.1287 -0.0696 0.2434 -0.23
C 2.74474 -1.86080 7.53442 0.1516 -0.1759 0.0435 -0.07
C 1.35482 -4.43014 5.95785 -0.6977 -0.1428 0.1475 0.00
H 0.69065 -1.89019 6.78587 0.1310 -0.0856 -0.0557 0.12
H 1.64539 -0.50486 6.29495 0.0241 -0.2591 -0.2499 0.12
H 2.84149 -2.93123 7.73490 -0.1002 0.1080 0.0429 0.07
H 2.49231 -1.35471 8.47031 0.0174 -0.0335 -0.1111 0.08
H 3.72649 -1.51305 7.19783 -0.1854 0.0558 0.0292 0.09
H 2.22457 -4.96413 6.34651 -0.0873 0.0483 -0.0368 0.10
H 0.65830 -5.14693 5.51110 0.3662 0.0474 -0.0226 0.10
H 0.81870 -3.95516 6.77724 0.2043 0.0215 0.0959 0.07
O 6.25256 2.50157 -6.20911 -2.1576 0.2794 0.7835 0.07
C 5.06530 2.72049 -5.97115 1.6339 -0.5514 -0.3413 -0.51
O 4.51826 2.31956 -4.80380 0.6610 0.1801 0.0881 -0.01
C 3.19812 2.67881 -4.35334 -0.3424 -0.1998 -0.1760 -0.22
C 2.15671 1.74343 -4.93557 0.0152 0.0275 -0.2966 -0.08
C 4.18679 3.35596 -7.00861 -0.0973 0.7430 -0.0954 0.00
H 2.98514 3.73179 -4.56058 0.0862 -0.0849 -0.1128 0.11
H 3.20393 2.57398 -3.26316 0.2745 -0.0456 -0.2279 0.12
H 2.12914 1.80116 -6.02704 0.0190 0.1315 0.0445 0.07
H 1.16233 1.98612 -4.55081 0.2371 -0.1441 -0.0191 0.06
H 2.39099 0.70510 -4.68056 -0.1338 0.2432 0.1182 0.08
H 3.85420 2.59042 -7.71290 0.0229 0.0796 0.0797 0.10
H 4.77285 4.11083 -7.54267 0.0112 -0.3637 -0.0044 0.09
H 3.32416 3.87599 -6.59647 -0.1103 -0.2185 -0.0172 0.07

=====

Entry 2:
110
Properties=species:S:1:pos:R:3:forces:R:3:lowdin_spin:R:1 method="wB97M-V/def2-TZVPD" homo_energy_ev="-12.627 / -12.627" lumo_energy_ha="-0.1402 / -0.3721" multiplicity=2 gap_ha="0.324 / 0.092" total_charge=+1
Ag 4.55112 8.30279 3.95884 0.4115 0.0884 -0.5890 0.00
P 3.92699 5.21811 2.87344 -0.2138 -0.4452 0.1741 0.00
F 2.67245 4.16183 3.21622 1.7309 1.3186 -0.8267 0.00
F 3.45961 5.52701 1.36108 -0.2483 -1.0459 0.2165 0.00
F 3.05344 6.48272 3.34916 -1.4234 0.3091 0.5219 0.00
F 5.12041 6.31785 2.64711 0.9049 -0.7315 -0.3486 0.00
F 4.44100 5.09461 4.41741 0.2269 -0.8007 -0.5035 0.00
F 4.89866 3.96693 2.34556 -0.8298 1.0093 0.7279 0.00
O 3.22507 8.84739 1.56224 -0.8913 -0.4440 2.3818 0.00
C 3.49789 9.19067 0.46933 2.7789 0.6043 -2.7587 0.00
O 2.62908 9.72014 -0.38953 -1.0942 -0.1011 -0.8872 0.00
C 3.16370 10.10566 -1.68732 2.2576 0.4042 -0.0504 0.00
C 4.69117 9.74780 -1.62197 0.8391 -0.8853 1.2768 0.00
C 4.88534 9.07996 -0.21742 -0.4308 0.5884 -0.0828 0.00
H 2.98342 11.17381 -1.80835 0.1129 -0.0470 0.2964 0.00
H 2.79765 9.65626 -2.61044 -0.9968 -0.6912 0.7972 0.00
H 5.41413 10.56141 -1.68097 -0.6018 0.4475 -0.0382 0.00
H 5.09212 9.03512 -2.34268 -0.7899 0.0347 -0.4894 0.00
H 5.71506 9.55390 0.30704 -0.4985 0.4392 0.5053 0.00
H 5.21405 8.04267 -0.15364 -0.4387 -0.3089 -0.5560 0.00
O 8.56469 3.89191 -0.10174 -2.3285 -0.0279 -0.3834 0.01
C 7.51854 4.29906 -0.58720 0.2121 0.1946 0.4350 0.00
O 6.32165 3.64360 -0.61797 0.7038 -1.6529 0.9551 0.00
C 5.30062 4.25699 -1.42045 0.2618 0.5636 -0.2056 0.00
C 6.01081 5.42354 -2.06895 -0.0017 1.6507 -0.0845 0.00
C 7.28704 5.61965 -1.25295 1.1592 -0.5697 -0.7935 0.00
H 4.47041 4.61219 -0.80997 0.2343 -0.3096 0.3180 0.00
H 4.93248 3.55132 -2.16516 0.1085 -0.2092 0.2656 0.00
H 5.44629 6.35017 -1.96521 -0.3654 -0.1356 -0.2065 0.00
H 6.16698 5.28529 -3.13881 0.3132 -0.1384 0.1624 0.00
H 7.28614 6.40690 -0.49907 -0.2696 0.0113 -0.0012 0.00
H 8.19259 5.72923 -1.84968 -0.1205 0.5213 -0.2079 0.00
O 6.98603 8.53896 3.38924 1.1789 -1.1271 0.1970 0.00
C 8.02894 7.91921 3.13802 -0.1132 2.8055 0.5231 0.00
O 8.06226 6.90118 2.34008 -3.0088 -0.9760 -0.7451 0.00
C 9.31482 6.39466 2.01443 1.1762 0.1053 0.2303 0.00
C 10.25158 7.53659 2.43517 0.0174 -1.6354 -0.3471 0.00
C 9.49052 8.32403 3.48918 -0.3828 -0.4473 -0.5426 0.00
H 9.37972 6.18722 0.94632 -0.2271 -0.0354 0.1078 0.00
H 9.43915 5.46393 2.56795 0.2924 0.1425 -0.1021 0.00
H 10.34036 8.14943 1.53815 0.7762 0.0442 0.2109 0.00
H 11.13057 6.97566 2.75271 0.5689 1.0402 -0.0412 0.00
H 9.70968 9.37088 3.27901 -0.5749 0.0943 0.6413 0.00
H 9.72353 8.04750 4.51745 -0.0342 0.1234 -0.0159 0.00
C 0.07585 9.15251 1.75250 0.5396 -1.2728 0.5384 0.00
C 0.31827 7.76566 1.15632 1.6552 0.2524 0.5252 0.00
O -0.85746 7.39000 0.57271 -3.3983 -0.5309 -1.0554 0.00
S -2.13342 7.83720 1.50982 -2.0368 -2.0399 1.9375 0.00
O -2.26356 6.87028 2.64118 0.8731 2.6086 -2.8585 0.00
O -3.39854 8.07868 0.77739 4.1382 0.0673 1.2437 0.00
O -1.36325 9.18361 2.05572 0.3715 -0.1337 -0.8394 0.00
H 0.51512 9.90596 1.09870 -1.2168 0.4429 -0.1524 0.00
H 0.70300 9.15447 2.64400 -0.6849 0.4367 0.4547 0.00
H 0.62328 7.02869 1.89926 -0.0503 0.0438 0.2495 0.00
H 1.09431 7.79139 0.39134 -0.1873 0.0500 -0.0348 0.00
C 6.19543 0.29802 1.01134 -0.0446 0.0966 0.3619 0.03
C 6.50337 1.35912 2.10094 -0.2127 -1.3052 -1.3368 0.11
O 7.44351 0.76509 2.95151 0.2454 0.2797 -0.3050 0.45
S 7.63410 -0.89053 2.74678 -1.1817 -2.1196 2.4369 -0.05
O 7.28752 -1.47119 4.08257 0.5568 1.9667 -4.3757 0.16
O 8.97284 -1.09749 2.24878 -2.3288 0.7139 0.0405 0.14
O 6.36211 -0.96199 1.64869 2.7236 -0.6815 2.1532 0.03
H 6.93968 0.42875 0.22578 0.0741 -0.0290 -0.2624 0.02
H 5.19307 0.21127 0.59200 -0.1466 0.5941 0.0935 0.00
H 5.62518 1.60222 2.69909 -0.6392 0.0461 0.4779 0.06
H 6.82068 2.30082 1.65304 0.5963 0.4031 0.3444 0.03
C 7.64476 2.93485 5.20445 -1.5238 0.5261 -0.2146 0.00
C 8.07940 3.95465 4.14112 1.1229 -0.6195 -0.6694 0.00
O 8.96781 4.80336 4.80950 1.9440 1.4261 1.3048 0.00
S 9.71412 4.07168 6.10696 -0.5310 1.4962 -0.2445 0.00
O 10.08174 5.08227 7.09329 -1.4680 -2.1728 -2.0132 0.00
O 10.73109 3.15814 5.64996 -1.6446 0.5631 0.3653 0.00
O 8.23890 3.37485 6.41234 1.7760 -0.5633 1.0186 0.00
H 7.76135 1.87596 4.97366 0.8096 0.1851 0.1894 0.00
H 6.56950 3.07087 5.32027 -0.0838 -0.0130 0.4377 0.00
H 7.29765 4.56621 3.69059 -0.1959 -0.0985 0.3126 0.00
H 8.69460 3.53513 3.34510 -0.4013 -0.5988 -0.3248 0.00
C 2.33337 2.92139 -0.30470 -0.7531 0.3316 0.6817 0.00
C 1.26908 2.62355 0.76484 -0.4827 -0.4101 -0.1048 0.00
O 1.21044 1.19679 0.74205 0.2871 -1.8299 -0.9985 0.00
S 1.76970 0.45081 -0.62998 -2.2181 -0.0190 0.4730 0.00
O 0.65166 -0.19980 -1.29609 2.1047 1.7448 0.8014 0.00
O 2.91571 -0.38726 -0.35480 -0.5457 1.6472 0.0107 0.00
O 2.16557 1.90664 -1.31697 0.2019 -1.4042 0.5804 0.00
H 3.29744 2.90518 0.20365 0.3416 -0.0792 -0.5743 0.00
H 2.11628 3.84722 -0.83744 0.3500 0.0417 0.2596 0.00
H 0.31673 3.11531 0.56661 -0.2907 -0.5028 -0.6474 0.00
H 1.39092 2.81339 1.83125 1.0687 0.5467 -0.3163 0.00
C 2.19837 0.23956 5.56541 -0.1771 1.0665 0.9927 0.00
C 3.01797 0.90300 4.47504 -0.4280 -0.4834 -0.8943 0.00
O 3.65014 -0.18052 3.79947 1.0213 -1.3189 -0.8185 0.00
S 2.71632 -1.53485 3.82827 -1.2507 0.7031 -0.6185 0.00
O 3.50976 -2.75411 3.81361 -1.3321 2.6338 0.2793 0.00
O 1.65079 -1.30378 2.83909 2.1956 -0.7466 2.3426 0.00
O 2.20643 -1.16464 5.36181 0.2921 -1.0596 -1.4435 0.00
H 1.19526 0.66515 5.59261 -0.1057 -0.4270 -0.1380 0.00
H 2.66301 0.49449 6.51789 -0.1249 -0.6390 0.2254 0.00
H 3.81978 1.54236 4.84441 -0.2304 0.0975 -0.0254 0.00
H 2.35723 1.39276 3.75975 0.2251 0.3716 0.0446 0.00
C 2.02815 4.46279 6.40115 -0.1488 -0.6317 -2.0119 0.00
C 1.91184 4.94537 7.78289 0.7725 0.5358 1.4906 0.00
O 0.62051 4.58390 8.20685 -1.8614 -1.4753 0.3639 0.00
S 0.24307 3.07021 7.65539 -0.1976 -0.6651 -0.8457 0.00
O -1.15896 2.79794 7.38824 2.3956 1.7583 0.1258 0.00
O 0.89449 2.04182 8.42865 0.2619 1.4199 -0.6697 0.00
O 1.08673 3.35701 6.22542 -0.4122 -0.1151 1.3668 0.00
H 3.01877 4.13951 6.08135 -0.0711 -0.1724 0.3362 0.00
H 1.76272 5.28661 5.73860 -0.4263 -0.3612 -0.3529 0.00
H 1.98876 6.03235 7.80858 -0.2432 -0.0375 0.1237 0.00
H 2.66538 4.56519 8.47264 -0.0492 -0.3157 0.0252 0.00

=====

Among the records above, which one has the lowest multiplicity? C24H41O10P

=====

What is the multiplicity in the second record? 2

=====

The highest multiplicity belongs to which entry? C24H42AgF6O30PS6